{"formula": "C4H12NO", "method": "ωB97M-V/def2-TZVPD", "homo_energy_ev": -14.96, "total_charge": 1, "homo_lumo_gap_ev": 10.127, "e_above_lowest_ev": 2.783, "elements": ["C", "C", "C", "C", "N", "H", "H", "H", "H", "H", "H", "H", "H", "H", "H", "H", "H", "O"], "positions_angstrom": [[-0.71, -2.36, -1.20], [-1.39, -1.09, -0.52], [-0.67, 0.20, -0.31], [-0.25, 1.87, 1.63], [-0.85, 0.95, 1.03], [-1.09, -3.29, -0.66], [0.36, -2.28, -1.26], [-0.97, -2.31, -2.31], [-1.76, -1.35, 0.59], [-2.31, -0.81, -1.11], [-1.06, 0.85, -1.21], [0.47, 0.24, -0.49], [0.57, 2.32, 1.02], [-0.57, 2.04, 2.73], [-1.55, 0.53, 1.57], [3.40, 1.44, -0.58], [3.90, 0.14, 0.08], [3.08, 0.51, -0.41]]}

***

{"formula": "C4H12NO", "method": "ωB97M-V/def2-TZVPD", "homo_energy_ev": -14.92, "total_charge": 1, "homo_lumo_gap_ev": 11.590, "e_above_lowest_ev": 1.738, "smiles": "C[C@@H]([NH3+])CCO", "elements": ["C", "C", "N", "C", "C", "O", "H", "H", "H", "H", "H", "H", "H", "H", "H", "H", "H", "H"], "positions_angstrom": [[-0.45, 1.86, 1.08], [0.10, 0.64, 0.46], [-0.61, -0.54, 1.23], [-0.34, 0.40, -0.95], [0.47, -0.76, -1.57], [0.87, -1.62, -0.49], [-0.17, 1.93, 2.11], [-1.51, 2.12, 1.05], [-0.20, 2.84, 0.65], [1.16, 0.69, 0.70], [-0.60, -1.36, 0.62], [-0.04, -0.65, 2.13], [-1.48, -0.12, 1.53], [-1.44, 0.23, -1.11], [-0.09, 1.27, -1.61], [-0.25, -1.29, -2.42], [1.35, -0.40, -2.15], [1.83, -1.44, -0.34]]}